Molecular formula: C42H50FN10O2
Method: DFT, ωB97M-V/def2-TZVPD

The multiplicity is 1. As for the net charge: +1.

Geometry as XYZ:
```
105
Properties=species:S:1:pos:R:3:forces:R:3
O 1.5894 2.9181 0.6541 0.5164 -0.4978 0.2459
C 2.0075 1.8117 0.8570 -0.6745 1.1397 -0.3351
O 1.2546 0.7136 0.4577 2.1371 0.4466 -0.0907
C 3.4071 1.7100 1.5220 0.8667 -0.9476 0.5930
C 4.5013 0.9725 0.8619 -0.0480 1.7021 2.9224
C 5.7815 0.9728 1.5449 -1.6676 -0.0252 -1.1619
N 5.9504 1.6261 2.7444 -1.4814 -0.2999 -1.1316
C 4.9399 2.3039 3.3878 -1.0401 0.3035 -0.1791
C 3.6205 2.3984 2.8022 1.6754 -1.2339 -1.4273
F 2.6312 3.0886 3.3975 1.4589 -1.0537 -0.6858
H 1.2549 0.7717 -0.5244 -0.5528 -0.2207 0.5362
H 4.3299 0.4654 -0.1111 0.3158 0.3630 0.9940
H 6.6261 0.4187 1.0658 -0.5804 0.6750 0.8821
H 6.8889 1.5970 3.1635 -0.5072 0.1642 0.0275
H 5.1828 2.7759 4.3774 -0.2494 -0.3734 -1.1008
N -0.3705 -1.7410 0.1351 0.0038 0.1205 -0.0095
C 0.5248 -2.7129 -0.2275 0.0850 -0.0247 -0.0085
C -0.1535 -3.6619 -0.9499 0.1271 0.0771 0.0145
C -1.5076 -3.2437 -1.0315 -0.0776 0.0345 -0.0290
C -1.6090 -2.0563 -0.3562 -0.0988 -0.0693 -0.0065
H -0.1538 -0.9210 0.6774 -0.0356 -0.2121 -0.0196
H 1.5621 -2.6457 0.0606 -0.0563 -0.0641 0.0194
H 0.2753 -4.5565 -1.3740 -0.0095 0.0459 0.0379
H -2.3162 -3.7555 -1.5297 -0.0140 0.0387 0.1087
H -2.4531 -1.4091 -0.1811 -0.0179 -0.1074 -0.0817
N -1.8556 2.6066 -0.5353 -0.0458 0.0010 -0.0565
C -2.2577 1.3309 -0.8334 0.1371 0.0544 0.0965
C -3.5527 1.3884 -1.2787 0.0246 -0.1444 -0.0191
C -3.9474 2.7509 -1.2541 0.0193 0.1528 0.0155
C -2.8793 3.4778 -0.7942 0.0058 0.0329 0.0222
H -0.9494 2.8638 -0.1817 -0.0992 0.0154 -0.0181
H -1.5899 0.4964 -0.7023 -0.0455 0.0552 -0.0868
H -4.1510 0.5449 -1.5893 0.0611 0.0001 0.0284
H -4.9063 3.1532 -1.5419 0.0522 -0.0088 0.0325
H -2.7599 4.5362 -0.6280 -0.0466 -0.0572 -0.0136
N 7.3396 -1.8488 -1.3660 -0.1389 0.0551 0.1325
C 6.9783 -3.1697 -1.3573 -0.0308 -0.0391 -0.0182
C 7.8018 -3.8276 -0.4804 -0.1417 -0.0239 -0.0627
C 8.6922 -2.8683 0.0663 0.0029 0.1363 0.1000
C 8.3825 -1.6564 -0.4955 -0.0299 0.1647 0.0996
H 6.9080 -1.1326 -1.9236 0.1339 -0.1274 -0.0813
H 6.1699 -3.5259 -1.9755 0.0801 -0.0230 0.0136
H 7.7685 -4.8818 -0.2557 0.0127 0.0597 -0.0302
H 9.4720 -3.0468 0.7900 -0.0240 -0.0021 -0.0648
H 8.8128 -0.6767 -0.3545 0.0985 -0.0795 -0.0968
N 4.4342 6.5422 5.7678 0.1355 -0.0869 0.1104
C 4.0679 5.2256 5.7788 -0.1375 -0.0247 -0.3055
C 4.8906 4.5616 6.6530 -0.0520 -0.2135 -0.2107
C 5.7858 5.5153 7.1937 0.2420 0.2166 0.0622
C 5.4801 6.7289 6.6323 -0.0229 -0.0109 -0.0567
H 4.0045 7.2612 5.2112 0.0144 -0.0489 0.0968
H 3.2551 4.8750 5.1627 -0.0277 0.0367 0.1139
H 4.8529 3.5060 6.8790 -0.0672 0.0644 0.1065
H 6.5676 5.3331 7.9141 -0.0655 0.0357 -0.0126
H 5.9161 7.7050 6.7703 -0.0149 -0.0701 0.0297
N -6.9052 0.0203 -2.9524 0.0053 -0.0574 0.0145
C -7.1691 -0.1661 -1.6213 0.0300 0.0594 0.0548
C -8.2785 -0.9641 -1.5179 0.0991 0.0589 0.0872
C -8.6987 -1.2772 -2.8363 -0.0084 -0.0081 -0.1518
C -7.8316 -0.6588 -3.6993 0.0131 0.0499 -0.0520
H -6.1492 0.5693 -3.3233 -0.0710 -0.0452 0.0630
H -6.5463 0.2858 -0.8657 -0.0672 -0.0225 -0.0115
H -8.7375 -1.2888 -0.5975 0.0376 0.0078 -0.0525
H -9.5415 -1.8878 -3.1198 0.0537 0.0326 0.0079
H -7.7936 -0.6421 -4.7768 -0.0488 -0.0846 0.0571
N -3.3376 -5.8707 -2.9827 -0.0346 -0.0217 -0.0124
C -3.7124 -7.0746 -2.4482 0.0458 -0.0444 0.0664
C -5.0822 -7.1261 -2.4439 0.1104 -0.0937 0.0289
C -5.5533 -5.9096 -3.0018 -0.0018 0.1280 -0.0604
C -4.4553 -5.1570 -3.3271 0.0048 0.0978 -0.0014
H -2.3900 -5.5595 -3.1041 -0.0960 -0.0725 -0.0474
H -2.9738 -7.7868 -2.1172 -0.0650 0.0220 -0.0056
H -5.6806 -7.9470 -2.0813 0.0391 0.0432 -0.0224
H -6.5818 -5.6194 -3.1486 0.0638 -0.0017 0.0100
H -4.3715 -4.1778 -3.7712 -0.0433 -0.0497 0.0232
N -3.9824 -2.3055 2.0130 -0.1210 -0.0191 0.0506
C -4.3568 -3.5100 2.5449 0.0479 -0.0262 0.0641
C -5.7268 -3.5639 2.5452 0.1013 -0.0921 0.0415
C -6.1980 -2.3480 1.9868 -0.0015 0.1263 -0.0633
C -5.0997 -1.5934 1.6656 0.0146 0.1020 -0.0175
H -3.0357 -1.9928 1.8947 -0.0868 -0.1176 0.0065
H -3.6179 -4.2214 2.8771 -0.0634 0.0164 -0.0219
H -6.3249 -4.3862 2.9050 0.0392 0.0389 -0.0335
H -7.2265 -2.0595 1.8367 0.0612 -0.0186 -0.0097
H -5.0154 -0.6133 1.2221 -0.0243 -0.0347 0.0345
N -7.4768 0.8845 -7.2078 -0.0559 0.0422 -0.0499
C -7.0806 1.1783 -8.4855 0.0858 -0.0204 -0.0329
C -8.2045 1.2734 -9.2642 0.1406 0.0315 -0.0285
C -9.3227 1.0334 -8.4241 -0.0599 -0.0231 0.1219
C -8.8431 0.7995 -7.1617 -0.0585 -0.0498 0.0667
H -6.8606 0.7526 -6.4258 -0.0566 0.0449 -0.0942
H -6.0364 1.2923 -8.7284 -0.0664 -0.0107 -0.0193
H -8.2226 1.4923 -10.3202 0.0081 -0.0094 0.0606
H -10.3619 1.0332 -8.7132 0.0582 -0.0003 0.0267
H -9.3531 0.5794 -6.2373 -0.0050 0.0246 -0.0640
N 10.4060 2.2874 3.9615 -0.0775 0.0330 -0.0899
C 10.8704 3.5052 3.5422 -0.0149 0.0047 -0.0586
C 10.3588 4.4647 4.3784 0.0684 -0.0100 -0.1324
C 9.5585 3.8025 5.3442 -0.1527 -0.1241 0.0096
C 9.6079 2.4589 5.0642 -0.2400 -0.0645 -0.0613
H 10.6189 1.4049 3.5296 0.1203 0.0822 0.1160
H 11.5225 3.5833 2.6872 -0.0112 0.0265 0.0699
H 10.5408 5.5252 4.3057 0.0155 -0.0664 0.0197
H 9.0097 4.2585 6.1535 0.0466 -0.0281 -0.0294
H 9.1471 1.6134 5.5514 0.1157 0.0421 0.0810
```
Forces are in eV/Å.


Molecular formula: C42H51AsCl2CsI2N2O2P2
Method: DFT, ωB97M-V/def2-TZVPD

The multiplicity is 1. As for the net charge: -1.

Geometry as XYZ:
```
105
Properties=species:S:1:pos:R:3:forces:R:3
Cs 1.1494 0.1724 0.4284 -1.1299 -1.1602 -0.3638
N 0.5338 -2.4863 1.5554 -0.0869 -0.7781 0.3648
C 0.8915 -2.5220 2.9863 -0.1129 0.0872 -0.1500
C -0.2554 -1.9978 3.8461 -0.0037 0.0510 -0.1287
C -0.5001 -0.4959 3.7231 0.0165 -0.0543 -0.1994
N -1.0048 -0.1560 2.3860 -0.3948 0.1012 0.6983
H -0.1982 -3.1746 1.3943 0.0773 0.0759 -0.0056
H 1.3234 -2.7917 0.9945 0.0801 -0.1222 0.0464
H 1.7715 -1.8945 3.1439 0.0053 -0.0068 -0.0562
H 1.1491 -3.5364 3.3130 0.0333 -0.0335 0.0623
H -0.0436 -2.2338 4.8924 0.0040 0.0032 0.0084
H -1.1807 -2.5316 3.5840 0.0215 -0.0015 0.0416
H 0.4486 0.0284 3.8885 -0.0285 0.0188 -0.0261
H -1.1855 -0.1807 4.5176 -0.0062 0.0172 0.0948
H -1.2676 0.8234 2.3278 -0.0651 0.0652 0.0537
H -1.8603 -0.6734 2.2199 -0.0087 -0.0022 -0.0172
I 3.2218 -3.4954 -2.2123 -0.0196 -0.0396 -0.0526
C 4.7316 -3.2422 -0.7249 -0.0572 -0.0132 -0.1152
I 4.1480 -1.8970 0.8095 0.2522 -0.1477 0.1254
H 5.6001 -2.8581 -1.2447 0.0528 -0.0383 -0.0034
H 4.9210 -4.2229 -0.3098 0.0520 -0.0433 -0.0205
C -0.1302 1.3032 -3.3682 0.0017 -0.0191 0.0107
P 0.9547 -0.0934 -2.8503 -0.1347 -0.1788 -0.9914
C 0.2824 -1.3801 -3.9980 0.1038 0.0159 -0.0306
C 2.4612 0.3570 -3.8431 0.0564 0.1249 0.0958
C 3.0492 1.6937 -3.3681 -0.0190 -0.1315 -0.0130
P 3.2909 1.6393 -1.5330 0.4922 0.4654 -0.5355
C 3.5788 3.4220 -1.1895 0.0058 -0.0375 0.0198
C 5.0354 1.0480 -1.4918 -0.0181 -0.0150 0.0811
H 0.0157 1.5369 -4.4276 -0.0060 0.0013 0.0075
H 0.0363 2.1879 -2.7531 0.0249 -0.0030 0.0073
H -1.1695 1.0148 -3.2079 0.0200 -0.0071 -0.0180
H 0.3071 -1.0526 -5.0412 0.0051 0.0008 0.0063
H -0.7499 -1.6091 -3.7380 -0.0238 -0.0109 0.0055
H 0.8670 -2.2991 -3.9054 -0.0059 0.0176 -0.0323
H 2.1951 0.3934 -4.9041 0.0002 0.0135 -0.0274
H 3.1912 -0.4489 -3.7170 0.0137 -0.0037 0.0045
H 2.3474 2.5032 -3.5826 -0.0295 0.0080 -0.0026
H 3.9839 1.9294 -3.8846 0.0189 0.0114 -0.0554
H 4.3069 3.8594 -1.8778 0.0023 0.0193 0.0017
H 3.9442 3.5172 -0.1660 -0.0038 -0.0142 -0.0165
H 2.6365 3.9691 -1.2614 0.0039 -0.0177 -0.0082
H 5.6844 1.6952 -2.0883 0.0158 -0.0126 0.0016
H 5.0942 0.0260 -1.8742 -0.0158 0.0282 -0.0111
H 5.3787 1.0343 -0.4555 -0.0200 -0.0006 -0.0474
C -4.6376 -1.4775 -4.6070 0.0435 -0.0275 0.0592
C -4.3331 -0.3299 -3.8849 0.0191 -0.0460 0.0097
C -3.4828 -0.4048 -2.7908 0.0101 -0.0673 -0.0245
C -2.9281 -1.6245 -2.3961 -0.0474 0.2260 0.0916
C -3.2387 -2.7695 -3.1225 -0.0092 0.0433 -0.0435
C -4.0877 -2.6933 -4.2235 0.0266 0.0456 0.0358
As -1.7418 -1.5532 -0.8033 -0.5632 -0.2567 -0.3134
C -1.7205 -3.4752 -0.4790 0.1418 0.1107 -0.1723
C -0.8281 -4.3922 -1.0179 -0.0452 0.0362 0.0564
C -0.9109 -5.7298 -0.6531 -0.0104 -0.0055 0.0090
C -1.8785 -6.1391 0.2573 -0.0519 0.0722 0.0410
C -2.7659 -5.2195 0.8039 0.0113 -0.1316 0.0226
C -2.6927 -3.8807 0.4362 -0.2158 0.1624 0.1645
C -3.5624 -2.7857 0.9416 0.1452 -0.2647 -0.0769
C -4.6096 -2.9273 1.8449 -0.1027 0.0085 0.0807
C -5.3477 -1.8127 2.2236 0.0579 -0.0379 -0.0386
C -5.0398 -0.5560 1.7110 0.0047 -0.0375 0.0061
C -3.9881 -0.4034 0.8156 0.0314 -0.0406 0.0122
C -3.2606 -1.5225 0.4313 0.1020 0.1188 -0.0684
H -5.3001 -1.4233 -5.4623 0.0200 -0.0059 0.0102
H -4.7533 0.6258 -4.1740 0.0054 -0.0149 0.0076
H -3.2500 0.5003 -2.2379 -0.0256 -0.0306 -0.0136
H -2.8223 -3.7301 -2.8428 -0.0032 0.0253 0.0313
H -4.3191 -3.5930 -4.7814 0.0011 0.0094 0.0056
H -0.0580 -4.0655 -1.7064 0.0175 0.0183 -0.0240
H -0.2148 -6.4482 -1.0684 -0.0088 0.0075 0.0086
H -1.9365 -7.1800 0.5504 -0.0080 0.0051 -0.0015
H -3.5111 -5.5509 1.5180 0.0232 -0.0031 -0.0150
H -4.8552 -3.9012 2.2541 0.0028 0.0381 -0.0085
H -6.1633 -1.9236 2.9281 0.0186 0.0044 -0.0171
H -5.6109 0.3109 2.0194 0.0036 -0.0132 0.0022
H -3.7119 0.5824 0.4520 -0.0034 -0.0314 0.0056
Cl 3.7665 4.8761 6.9648 -0.0070 -0.0584 -0.0827
C 3.6402 3.7320 5.6472 0.0009 0.0279 -0.0006
C 3.7868 2.3809 5.9102 0.0031 -0.0756 0.0108
C 3.6859 1.4761 4.8621 0.0411 0.0022 0.1686
C 3.4462 1.9146 3.5676 -0.0415 -0.0009 -0.0357
C 3.2978 3.2762 3.3268 -0.0058 0.0254 0.0195
C 3.3945 4.1944 4.3650 -0.0193 -0.0215 -0.0852
C 3.3380 0.9120 2.4338 0.2247 0.0573 0.2312
O 3.1339 1.3492 1.2823 1.7988 1.0790 1.0304
O 3.4246 -0.3083 2.7437 -0.0251 0.2139 0.0750
H 3.9765 2.0472 6.9218 -0.0053 -0.0017 -0.0170
H 3.7956 0.4127 5.0361 -0.0073 0.0471 -0.0180
H 3.0968 3.6039 2.3136 0.0151 -0.0006 0.0472
H 3.2770 5.2549 4.1861 -0.0052 -0.0215 -0.0063
Cl -1.6787 8.1520 -0.6123 0.0091 -0.1302 0.0023
C -1.5736 6.3946 -0.5068 0.0118 0.0113 0.0166
C -2.3194 5.5919 -1.3583 -0.0604 -0.1232 -0.0804
C -2.2456 4.2135 -1.2753 0.0092 0.0818 0.0207
C -1.4172 3.5379 -0.3199 0.0690 -0.1709 -0.1248
C -1.3232 2.1447 -0.2431 -0.2710 0.4108 0.0582
C -0.6605 4.4195 0.5234 -0.0390 0.0363 -0.0348
C -0.7412 5.7942 0.4314 0.0420 -0.0781 0.0399
H -2.9627 6.0576 -2.0974 0.0044 -0.0361 0.0127
H -2.8385 3.6116 -1.9591 -0.0007 0.0438 0.0111
H -1.9047 1.5008 -0.8935 0.0425 0.0526 -0.0175
H -0.6642 1.6730 0.4602 -0.5656 0.4956 0.0751
H -0.0018 3.9807 1.2666 0.0158 0.0154 0.0274
H -0.1531 6.4185 1.0949 0.0053 -0.0320 0.0049
```
Forces are in eV/Å.


no.,LUMO (eV),gap between HOMO and LUMO (eV),HOMO energy (eV)
1,-5.7,3.5148,-9.18
2,1.7,4.3164,-2.59